A cluster of 7 separate species, C58H63Cl2NO15S in total, computed with ωB97M-V with the def2-TZVPD basis set.

The geometry in ORCA input format:
```
! wB97M-V def2-TZVPD RIJCOSX def2/J DEFGRID3
* xyz 0 1
C -2.3679 -4.7971 0.5781
C -1.2220 -4.7828 -0.5621
C -1.5733 -3.5570 -1.5581
C -0.2167 -3.0125 -2.2643
C -0.5667 -2.0110 -3.4605
C -0.4151 -0.4387 -3.0543
C -0.6589 -0.1697 -1.5016
C -0.8210 1.3702 -1.0948
Cl 0.2101 2.3808 -2.2970
N -2.1911 1.7233 -1.6500
C -2.4725 2.9810 -0.9147
O -2.8464 4.0845 -1.3226
C -2.2007 2.4409 0.5840
S -2.5395 3.5900 2.0102
C -3.4738 1.4150 0.7231
C -4.8687 2.0808 0.3180
C -6.0167 1.0667 0.8816
C -7.0974 0.6721 -0.2362
C -6.4794 -0.0436 -1.5269
C -6.8126 -1.5966 -1.6603
C -0.7107 1.7538 0.4719
C -0.8998 0.5644 1.5662
C 0.4858 0.0174 2.1378
O 1.0454 0.6711 3.0239
Cl 1.2721 -1.5606 1.5801
C 0.2651 2.9073 0.9539
C 1.7982 2.8448 0.5631
C 2.4054 1.4884 0.0146
O 2.5975 3.2667 1.7154
H -2.4082 -3.7495 1.0188
H -2.1012 -5.5358 1.4083
H -3.3765 -5.0883 0.1430
H -0.1794 -4.6581 -0.1269
H -1.2413 -5.7705 -1.1273
H -2.2031 -3.9896 -2.4162
H -2.1417 -2.7328 -1.0225
H 0.5555 -2.6333 -1.5234
H 0.2503 -3.9473 -2.7508
H 0.1948 -2.2162 -4.2939
H -1.5915 -2.2647 -3.8698
H -1.2529 0.0859 -3.6255
H 0.6081 -0.1241 -3.4351
H -1.6629 -0.6705 -1.2411
H 0.1161 -0.6707 -0.8402
H -2.2189 1.8079 -2.6778
H -3.2349 4.6857 1.4839
H -3.2839 0.3992 0.2552
H -3.5499 1.2226 1.8553
H -5.0770 3.0754 0.8237
H -5.0547 2.1465 -0.7994
H -6.4993 1.4609 1.8384
H -5.4940 0.0873 1.1821
H -7.7926 -0.1016 0.2596
H -7.7542 1.5775 -0.5057
H -6.9065 0.4955 -2.4505
H -5.3434 0.1360 -1.5888
H -6.3959 -1.9347 -2.6797
H -6.2645 -2.2425 -0.8902
H -7.9272 -1.8093 -1.6867
H -1.4526 0.9777 2.4839
H -1.4435 -0.3446 1.1212
H -0.1475 3.8953 0.5330
H 0.2131 2.9331 2.1022
H 1.9942 3.6573 -0.2245
H 1.6726 0.6539 -0.2196
H 2.9725 1.7129 -0.9574
H 3.1862 1.0755 0.7450
H 2.3160 2.7782 2.5152
O -1.8442 1.5131 -10.2332
C -1.9034 1.0172 -9.1253
C -1.2080 1.6285 -7.9722
C -1.2719 1.0824 -6.7576
C -2.0417 -0.1559 -6.5117
O -2.1007 -0.6524 -5.4015
C -2.7370 -0.7672 -7.6642
C -2.6733 -0.2214 -8.8789
H -0.6496 2.5351 -8.1696
H -0.7682 1.5160 -5.9020
H -3.2953 -1.6739 -7.4666
H -3.1766 -0.6548 -9.7340
O -5.2140 0.8234 3.4144
C -5.5890 1.3359 4.4538
C -4.7710 2.3542 5.1460
C -5.1813 2.9134 6.2849
C -6.4720 2.5401 6.9026
O -6.8465 3.0514 7.9397
C -7.2900 1.5214 6.2097
C -6.8794 0.9625 5.0709
H -3.8291 2.6166 4.6795
H -4.5950 3.6600 6.8059
H -8.2317 1.2589 6.6755
H -7.4656 0.2158 4.5497
O 0.2825 6.5688 -1.0191
C -0.3345 7.2998 -1.7711
C 0.2885 8.5113 -2.3464
C -0.3889 9.3130 -3.1687
C -1.7909 9.0241 -3.5417
O -2.4071 9.7555 -4.2937
C -2.4134 7.8130 -2.9664
C -1.7361 7.0110 -2.1439
H 1.3155 8.7077 -2.0639
H 0.0509 10.2043 -3.5985
H -3.4402 7.6165 -3.2490
H -2.1756 6.1197 -1.7140
O 2.1557 -5.1709 0.7864
C 3.3459 -5.0184 0.9732
C 4.2835 -6.1599 0.9143
C 5.5894 -5.9931 1.1222
C 6.1548 -4.6603 1.4188
O 7.3468 -4.5084 1.6065
C 5.2168 -3.5191 1.4775
C 3.9103 -3.6856 1.2693
H 3.8524 -7.1289 0.6955
H 6.2905 -6.8173 1.0837
H 5.6478 -2.5500 1.6966
H 3.2108 -2.8555 1.3090
O 13.8729 -4.0882 0.8516
C 12.8530 -4.5143 0.3442
C 12.8897 -5.3042 -0.9057
C 11.7714 -5.7694 -1.4628
C 10.4473 -5.5169 -0.8543
O 9.4275 -5.9437 -1.3627
C 10.4103 -4.7272 0.3952
C 11.5292 -4.2620 0.9524
H 13.8671 -5.4805 -1.3375
H 11.7796 -6.3486 -2.3778
H 9.4330 -4.5509 0.8272
H 11.5211 -3.6829 1.8672
O 3.8832 -2.9013 7.5180
C 3.9462 -1.8695 6.8766
C 2.9184 -1.5261 5.8710
C 2.9894 -0.3955 5.1665
C 4.0985 0.5628 5.3629
O 4.1620 1.5945 4.7218
C 5.1268 0.2195 6.3688
C 5.0553 -0.9108 7.0727
H 2.1130 -2.2385 5.7405
H 2.2455 -0.1276 4.4244
H 5.9322 0.9316 6.4995
H 5.7985 -1.1778 7.8135
*
```

## Properties
Electronic energy = -129238.95040 eV
Max |F| = 0.07966 hartree/bohr
SMILES string = CCCCCCC[C@@]1(Cl)NC(=O)[C@@](S)(CCCCCC)[C@]1(CC(=O)Cl)C[C@H](C)O.O=C1C=CC(=O)C=C1.O=C1C=CC(=O)C=C1.O=C1C=CC(=O)C=C1.O=C1C=CC(=O)C=C1.O=C1C=CC(=O)C=C1.O=C1C=CC(=O)C=C1


A cluster of 12 separate species, C58H97N7O27 in total, computed with ωB97M-V with the def2-TZVPD basis set.

The geometry in ORCA input format:
```
! wB97M-V def2-TZVPD RIJCOSX def2/J DEFGRID3
* xyz 0 1
C 0.0824 -3.2316 -3.4453
C -0.5309 -2.7445 -4.5543
C -1.8673 -3.1708 -5.2756
O -2.0033 -2.6694 -6.3916
C -2.6227 -4.2065 -4.5974
C -1.9047 -4.7800 -3.6055
C -0.5786 -4.3090 -2.8490
O -0.2319 -5.0612 -1.9391
O -2.3260 -5.8812 -2.9763
O 0.1104 -1.8325 -5.3246
H 1.1053 -2.9270 -3.1954
H -3.5943 -4.4639 -5.0396
H -1.5933 -6.1602 -2.3741
H -0.4794 -1.6435 -6.1071
C 4.8188 2.7787 1.1919
C 3.6435 3.4043 0.9479
C 2.7596 4.1283 2.0154
O 1.7039 4.5954 1.5830
C 3.2547 4.0727 3.4052
C 4.4915 3.6459 3.5884
C 5.3121 2.8805 2.5334
O 6.2888 2.3060 2.9897
O 5.0998 3.6618 4.8098
O 3.0511 3.3832 -0.2031
H 5.3486 2.2957 0.3996
H 2.5351 4.3957 4.1918
H 5.7198 2.9078 4.7292
H 2.2612 3.8953 -0.0890
C 5.3747 4.1012 -2.8052
C 4.5012 3.2938 -3.4311
C 3.2815 3.7002 -4.3304
O 2.5059 2.8135 -4.5202
C 3.1935 5.0934 -4.6321
C 4.1578 5.8651 -4.1402
C 5.3225 5.4449 -3.2062
O 6.0437 6.3295 -2.7668
O 4.1313 7.1392 -4.2278
O 4.4737 1.9698 -3.2864
H 6.1405 3.7710 -2.1134
H 2.3157 5.3794 -5.1865
H 4.9666 7.5291 -3.7882
H 3.6991 1.6077 -3.8025
C 0.3408 0.0528 0.2995
C 1.5717 0.0429 -0.2902
C 1.8312 0.0207 -1.8391
O 2.9055 -0.1415 -2.3657
C 0.6360 0.1175 -2.6763
C -0.5980 0.0583 -2.0936
C -0.8401 0.0710 -0.6130
O -2.0520 0.1606 -0.3093
O -1.6378 0.1676 -2.8790
O 2.6392 0.1381 0.4637
H 0.3444 -0.1590 1.3265
H 0.7708 0.3223 -3.7215
H -2.4404 0.1187 -2.3526
H 3.5101 -0.1627 0.0860
C 5.2669 -1.0512 2.2861
C 6.1204 -1.7113 3.0737
C 7.4044 -2.3993 2.5909
O 7.8817 -3.1445 3.4636
C 7.9442 -2.2434 1.2582
C 7.1679 -1.4404 0.4303
C 5.7036 -0.9077 0.9186
O 5.0819 -0.3718 -0.0604
O 7.4777 -1.0908 -0.7892
O 5.8755 -1.9923 4.3935
H 4.3030 -0.6413 2.6279
H 8.8958 -2.6385 1.0091
H 6.3781 -0.9032 -1.7095
H 6.6834 -2.5905 4.5560
C -3.0968 -0.9582 3.0085
C -2.1576 -2.0738 3.5377
C -1.6644 -2.9495 2.3987
O -2.7091 -3.7643 1.8915
C -2.2616 -4.8115 1.0663
N -0.9460 -1.5654 4.1785
H -2.7180 -0.4632 2.0904
H -3.2950 -0.1247 3.7118
H -4.0234 -1.4572 2.7311
H -2.7006 -2.7820 4.2499
H -0.8603 -3.5866 2.7538
H -1.2614 -2.2969 1.6261
H -1.6229 -4.4329 0.2634
H -3.1532 -5.2481 0.6999
H -1.6115 -5.5311 1.5977
H -0.6494 -2.2596 4.8658
H -1.0144 -0.6564 4.6756
C 6.1165 -3.1499 -3.3170
C 6.2052 -1.7030 -3.6707
C 5.2493 -1.5398 -4.8712
O 4.8048 -0.2177 -4.8743
C 4.0809 -0.0157 -6.0846
N 5.6947 -0.8788 -2.5453
H 6.8992 -3.3419 -2.5660
H 6.1571 -3.8977 -4.1522
H 5.1691 -3.3447 -2.8550
H 7.1965 -1.4179 -3.9428
H 4.3735 -2.1883 -4.8257
H 5.8057 -1.9145 -5.7885
H 3.7820 1.0363 -6.0765
H 3.2219 -0.6676 -6.0703
H 4.6639 -0.1566 -7.0083
H 5.4099 0.0871 -2.6651
H 4.8819 -1.4191 -2.1826
C -1.2956 2.7672 3.1233
C -0.5510 1.5795 3.7503
C 0.9215 2.0556 3.6142
O 1.8773 1.3353 4.4209
C 2.0628 -0.0527 4.0803
N -0.9261 1.3168 5.1163
H -2.3638 2.4972 3.1244
H -1.0823 2.9494 2.0393
H -1.1381 3.6597 3.6672
H -0.8199 0.7100 3.1168
H 0.8826 3.0904 3.9782
H 1.1681 2.0082 2.5800
H 2.7744 -0.2700 4.8327
H 2.4276 -0.2519 3.0212
H 1.1902 -0.6544 4.3529
H -0.2634 1.4197 5.8305
H -1.6944 1.9136 5.4749
C 4.7501 -4.7968 0.0154
C 3.2584 -4.7536 -0.2870
C 2.4488 -4.9461 0.9370
O 2.8430 -6.2449 1.4655
C 2.1916 -6.5326 2.6404
N 2.8769 -3.5564 -1.0340
H 4.9605 -5.7766 0.4394
H 5.0360 -4.0390 0.7898
H 5.3824 -4.5112 -0.8488
H 3.0314 -5.6643 -0.8406
H 1.3611 -4.9910 0.6812
H 2.5676 -4.1747 1.6680
H 2.4510 -7.6113 2.9014
H 1.1012 -6.5857 2.5735
H 2.4262 -5.8709 3.4555
H 1.8574 -3.5534 -1.1949
H 3.1178 -2.8144 -0.4130
C -6.1467 -2.9889 -2.3263
C -4.9961 -2.8357 -1.2941
C -4.6225 -1.4500 -0.9561
O -4.1196 -0.6606 -2.0897
C -5.1521 0.2533 -2.4848
N -5.3393 -3.6277 -0.1589
H -6.3365 -4.0500 -2.2135
H -5.7596 -2.8391 -3.3221
H -7.0825 -2.3710 -2.1838
H -4.0507 -3.2823 -1.6917
H -3.7435 -1.3136 -0.3216
H -5.3961 -0.8402 -0.4759
H -4.7988 0.8273 -3.3236
H -5.5513 0.9375 -1.6905
H -5.9989 -0.3864 -2.7155
H -4.5785 -3.7275 0.4839
H -6.1477 -3.1735 0.2643
C -6.6820 1.2820 1.3848
C -6.5155 2.2936 2.4564
C -6.5048 1.7228 3.9045
O -7.7634 1.2306 4.1943
C -7.9178 0.7208 5.4995
N -5.2829 3.1401 2.2834
H -6.0956 0.3594 1.5938
H -6.3013 1.6901 0.3779
H -7.7915 0.9551 1.3785
H -7.4552 2.9043 2.4723
H -6.1115 2.4194 4.5867
H -5.7896 0.8867 3.8966
H -7.9627 1.5852 6.1980
H -7.1073 0.0624 5.7321
H -8.9139 0.2126 5.5150
H -4.5494 2.5244 1.9274
H -5.3972 3.8343 1.5752
C -6.4769 4.4065 -1.6090
C -7.1420 5.3658 -0.7142
C -6.0309 6.2016 -0.1286
O -5.1083 5.4726 0.6069
C -4.0995 6.3553 0.9980
N -8.0896 6.2152 -1.4682
H -7.0979 3.6766 -2.0915
H -5.6146 3.9477 -1.1118
H -6.0118 5.0894 -2.4155
H -7.7453 4.8594 0.0656
H -6.3578 7.0503 0.5208
H -5.5232 6.6295 -1.0066
H -3.9012 6.9626 0.1937
H -3.2635 5.6912 1.2287
H -4.3825 7.0020 1.8733
H -8.1090 5.8876 -2.3868
H -9.0097 5.9428 -1.2192
*
```

## Properties
Energy above the lowest of the compared OMol25 structures with the same formula, charge and spin = 0.0 kJ/mol
Max |F| = 0.06274 hartree/bohr